Formula: C34H34BN15O4STi
Source: the OMol25 dataset
Level of theory: wB97M-V/def2-TZVPD

Each line ends with the Mulliken charge.
Element x y z (Å)
1 Ti 0.666 0.238 0.265  -0.97
2 C 2.256 3.964 -1.209  -1.45
3 C 1.214 3.306 -0.557  -0.22
4 N 1.332 1.996 -0.724  0.05
5 N 2.460 1.777 -1.448  0.27
6 C 3.031 2.957 -1.746  -0.06
7 B 2.991 0.349 -1.743  1.31
8 N 3.427 -0.333 -0.416  0.35
9 C 4.603 -0.600 0.162  -0.04
10 C 4.366 -1.273 1.353  -1.55
11 C 2.991 -1.377 1.444  -0.25
12 N 2.416 -0.805 0.377  0.75
13 N 1.722 -0.526 -2.175  0.80
14 C 1.820 -1.666 -2.748  -0.67
15 C 0.566 -2.419 -2.980  -1.06
16 C -0.643 -0.855 -2.265  -0.95
17 N 0.485 -0.071 -1.746  -0.40
18 N 4.009 0.354 -2.827  0.42
19 C 3.792 0.695 -4.130  -0.43
20 C 5.005 0.728 -4.755  -0.84
21 C 5.932 0.400 -3.738  -0.41
22 N 5.338 0.181 -2.580  -1.05
23 H 2.427 5.026 -1.272  0.47
24 H 0.404 3.713 0.027  0.59
25 H 3.949 2.998 -2.314  0.47
26 H 5.518 -0.327 -0.338  0.59
27 H 5.101 -1.646 2.046  0.49
28 H 2.371 -1.829 2.203  0.39
29 H 2.803 -1.976 -3.087  0.70
30 H 0.700 -3.404 -3.414  0.60
31 H -1.575 -0.338 -2.068  0.45
32 H 2.798 0.893 -4.504  0.47
33 H 5.206 0.952 -5.789  0.46
34 H 7.006 0.312 -3.812  0.47
35 N -1.333 -3.997 -0.586  -0.05
36 C -1.498 -3.303 -1.793  -0.19
37 C -2.365 -3.572 -2.761  -0.64
38 C -2.420 -2.821 -4.018  -0.57
39 C -1.568 -1.880 -4.424  -1.38
40 C -0.360 -1.359 -3.696  0.66
41 C -0.417 -2.266 -1.733  1.04
42 N 0.092 -2.292 -0.355  0.48
43 C -0.422 -3.354 0.193  0.35
44 C -0.080 -3.954 1.498  -0.77
45 C -0.323 -5.263 1.799  -0.64
46 S 0.257 -5.617 3.349  -0.12
47 C 0.789 -3.998 3.508  -0.34
48 N 0.560 -3.235 2.479  0.10
49 H -1.858 -4.811 -0.319  0.35
50 H -3.057 -4.398 -2.635  0.48
51 H -3.233 -3.078 -4.686  0.42
52 H -1.746 -1.425 -5.391  0.42
53 H 0.183 -0.660 -4.328  0.52
54 H -0.760 -6.036 1.185  0.40
55 H 1.283 -3.659 4.411  0.44
56 C -2.423 -1.604 2.101  -1.36
57 C -1.323 -0.877 2.789  -0.78
58 N -0.269 -0.304 2.233  1.72
59 C 0.451 0.290 3.249  -0.56
60 C -0.137 0.023 4.438  0.26
61 N -1.255 -0.705 4.121  0.11
62 C 0.101 0.385 5.863  0.52
63 O 1.178 1.097 6.132  -0.51
64 O -0.700 0.016 6.681  -0.56
65 C 1.563 1.164 2.861  0.88
66 O 2.321 1.673 3.648  -0.80
67 O 1.595 1.337 1.548  -0.18
68 H -3.392 -1.309 2.504  0.53
69 H -2.318 -2.680 2.242  0.31
70 H -2.402 -1.388 1.034  0.09
71 H -1.909 -1.020 4.827  0.31
72 H 1.680 1.319 5.312  0.40
73 N -1.273 1.007 0.127  0.34
74 C -2.216 1.676 0.257  0.22
75 N -3.257 2.420 0.401  0.12
76 C -4.063 2.349 1.665  -0.37
77 C -5.189 3.363 1.577  -1.04
78 C -4.659 4.775 1.310  -0.61
79 C -3.665 4.823 0.121  -0.51
80 C -3.575 3.489 -0.597  -0.82
81 H -3.405 2.582 2.505  0.40
82 H -4.441 1.335 1.779  0.31
83 H -5.736 3.332 2.519  0.41
84 H -5.895 3.056 0.803  0.38
85 H -4.166 5.142 2.210  0.33
86 H -5.500 5.441 1.128  0.32
87 H -2.668 5.100 0.470  0.19
88 H -3.959 5.577 -0.610  0.40
89 H -2.794 3.479 -1.354  0.45
90 H -4.512 3.223 -1.081  0.39

HOMO energy, Ha: -0.4712
Net charge: +2
HOMO-LUMO gap, eV: 6.15
Energy above the lowest of the compared OMol25 structures with the same formula, charge and spin, kcal/mol: 106.3
E, eV: -100969.44736